2 unconnected molecules or ions with the total composition C32H27F6N4, computed with the ωB97M-V functional and the def2-TZVPD basis.

Summary:
* HOMO level: -10.7 eV
* multiplicity: 1
* Kohn-Sham gap: 6.19 eV
* net charge: +1

Structure (XYZ):
```
69
Properties=species:S:1:pos:R:3:mulliken_charge:R:1
F 4.166 0.115 -5.703 -0.266
C 3.536 1.240 -5.278 0.923
F 4.268 1.774 -4.243 -0.266
F 3.586 2.168 -6.292 -0.238
C 2.120 1.003 -4.846 -0.953
N 1.617 2.230 -4.219 0.788
C 0.769 3.047 -4.998 -0.739
C -0.614 2.793 -5.041 -0.174
C -1.410 3.506 -5.930 -0.731
C -0.829 4.458 -6.777 -0.338
C 0.548 4.703 -6.733 -0.884
C 1.346 4.020 -5.822 0.181
C 1.741 2.431 -2.866 1.009
C 1.862 3.757 -2.383 -0.322
C 1.996 3.979 -1.032 -1.221
C 1.894 2.913 -0.085 0.662
C 1.958 3.257 1.289 -0.179
C 1.517 2.483 2.388 0.826
C 2.038 2.716 3.700 -1.290
C 1.650 1.941 4.769 -0.582
C 0.658 0.950 4.595 0.932
N 0.300 0.130 5.639 0.640
C 1.290 -0.303 6.629 -0.995
C 2.027 -1.515 6.129 0.931
F 3.164 -1.774 6.830 -0.274
F 1.222 -2.630 6.188 -0.241
F 2.374 -1.371 4.806 -0.252
C -1.033 -0.312 5.780 -0.687
C -1.394 -1.529 5.190 0.150
C -2.730 -1.919 5.188 -0.745
C -3.698 -1.100 5.783 -0.406
C -3.322 0.076 6.445 -0.673
C -1.986 0.460 6.473 -0.283
C 0.038 0.787 3.334 -0.326
C 0.501 1.492 2.241 -1.229
C 1.779 1.579 -0.596 -1.063
C 1.719 1.351 -1.959 -0.567
H 1.504 0.796 -5.723 0.401
H 2.113 0.180 -4.132 0.349
H -1.033 2.045 -4.364 0.406
H -2.485 3.322 -5.963 0.384
H -1.454 5.007 -7.483 0.394
H 1.016 5.427 -7.400 0.383
H 2.416 4.204 -5.722 0.464
H 1.861 4.578 -3.105 0.491
H 2.139 4.995 -0.661 0.424
H 2.357 4.245 1.518 0.288
H 2.796 3.487 3.845 0.452
H 2.082 2.081 5.761 0.360
H 2.015 0.492 6.807 0.396
H 0.740 -0.575 7.534 0.405
H -0.610 -2.118 4.712 0.453
H -3.002 -2.859 4.709 0.374
H -4.750 -1.390 5.750 0.392
H -4.077 0.692 6.937 0.384
H -1.658 1.369 6.982 0.418
H -0.759 0.048 3.227 0.544
H 0.075 1.292 1.258 0.676
H 1.756 0.718 0.074 0.673
H 1.596 0.341 -2.353 0.364
N 0.062 5.837 1.766 -0.140
C -0.728 6.344 0.832 -0.346
N -1.491 7.359 1.356 -0.074
C -1.166 7.488 2.701 -0.378
C -0.204 6.528 2.938 -0.449
H -0.811 6.051 -0.207 0.389
H -2.172 7.902 0.834 0.203
H -1.613 8.208 3.362 0.390
H 0.298 6.303 3.864 0.414
```

***

A molecular structure, C32H27N9O2ReS2, computed with the ωB97M-V functional and the def2-TZVPD basis.

Summary:
* expectation value of S²: 0.8132
* HOMO level (spin up / spin down): -13.0 / -13.0 eV
* multiplicity: 2
* relative energy (zero: lowest compared OMol25 entry of this formula, charge and spin): 13.4 kcal/mol
* Kohn-Sham gap (spin up / spin down): 4.80 / 5.15 eV
* net charge: +2

Structure (XYZ):
```
73
Properties=species:S:1:pos:R:3:mulliken_spin:R:1
Re 0.840 0.604 0.951 1.085
O 4.647 1.537 0.012 -0.003
C 3.529 1.626 0.438 0.010
N 2.843 0.683 1.184 0.031
C 3.491 -0.105 2.105 -0.001
O 4.647 -0.444 2.094 -0.005
C 2.519 -0.507 3.189 0.010
C 2.965 -1.174 4.318 -0.004
C 2.042 -1.557 5.280 0.008
C 0.704 -1.267 5.066 -0.004
C 0.340 -0.590 3.914 0.013
N 1.224 -0.200 2.998 -0.019
C 2.638 2.834 0.259 -0.004
C 3.117 4.007 -0.302 0.001
C 2.256 5.091 -0.421 0.003
C 0.962 4.965 0.063 -0.001
C 0.560 3.761 0.620 0.001
N 1.374 2.712 0.702 -0.045
H 4.018 -1.390 4.409 0.000
H 2.359 -2.083 6.166 0.000
H -0.055 -1.565 5.770 0.000
H -0.698 -0.358 3.730 0.001
H 4.143 4.037 -0.637 0.000
H 2.588 6.010 -0.881 0.000
H 0.257 5.777 -0.003 0.000
H -0.446 3.637 0.998 0.000
S 0.447 0.877 -1.475 -0.035
C -1.282 0.586 -1.316 0.006
N -1.941 0.705 -2.442 0.003
N -3.182 0.409 -2.671 0.026
C -4.046 -0.509 -2.115 -0.003
C -3.631 -1.536 -1.255 0.006
C -4.533 -2.501 -0.861 -0.003
C -5.853 -2.456 -1.296 0.007
C -6.280 -1.418 -2.117 -0.003
C -5.387 -0.456 -2.536 0.007
N -1.865 0.513 -0.125 0.021
N -1.154 0.695 0.945 -0.084
C -1.948 0.992 2.061 -0.072
C -1.439 1.860 3.038 0.058
C -2.232 2.251 4.097 0.021
C -3.526 1.761 4.216 -0.010
C -4.018 0.871 3.271 0.005
C -3.245 0.489 2.192 -0.017
H -3.543 0.887 -3.498 -0.002
H -2.604 -1.597 -0.934 0.001
H -4.200 -3.302 -0.221 0.000
H -6.538 -3.234 -1.003 0.000
H -7.308 -1.372 -2.437 0.000
H -5.711 0.347 -3.182 0.000
H -0.438 2.263 2.932 -0.018
H -1.847 2.952 4.822 0.001
H -4.151 2.091 5.031 0.000
H -5.019 0.480 3.369 0.000
H -3.627 -0.195 1.450 -0.001
N 3.288 -1.618 -0.837 -0.003
C 2.008 -1.912 -0.948 0.022
S 0.929 -1.869 0.424 -0.006
N 1.479 -2.286 -2.100 -0.002
C 2.142 -2.333 -3.358 0.001
C 1.531 -1.689 -4.429 -0.001
C 2.160 -1.657 -5.659 0.001
C 3.394 -2.267 -5.826 0.000
C 3.985 -2.936 -4.765 0.000
C 3.364 -2.975 -3.527 -0.001
H 3.722 -1.362 0.037 -0.002
H 3.870 -1.616 -1.666 0.000
H 0.474 -2.412 -2.126 0.000
H 0.580 -1.197 -4.285 -0.001
H 1.684 -1.156 -6.486 0.000
H 3.891 -2.226 -6.782 0.000
H 4.928 -3.440 -4.902 0.000
H 3.807 -3.544 -2.724 0.000
```

***

A molecular structure, C32H28BrF12IrN3O3SSe, computed with the ωB97M-V functional and the def2-TZVPD basis.

Summary:
* expectation value of S²: 6.0158
* HOMO level (spin up / spin down): -3.7 / -4.3 eV
* multiplicity: 5
* relative energy (zero: lowest compared OMol25 entry of this formula, charge and spin): 0.0 kcal/mol
* Kohn-Sham gap (spin up / spin down): 6.04 / 6.27 eV
* net charge: -1

Structure (XYZ):
```
82
Properties=species:S:1:pos:R:3:mulliken_spin:R:1
Ir 0.081 -1.108 0.634 2.697
C -4.223 4.827 0.018 -0.005
C -3.291 3.717 0.427 0.044
C -2.536 3.782 1.594 -0.016
C -1.691 2.754 1.943 0.063
C -1.544 1.583 1.165 -0.100
N -0.707 0.572 1.609 0.440
C -0.416 0.568 2.988 -0.041
C -1.480 0.476 3.890 0.028
C -1.276 0.377 5.247 -0.004
C 0.017 0.349 5.758 0.018
C 0.271 0.182 7.233 -0.001
C 1.071 0.433 4.864 0.001
C 0.892 0.546 3.482 -0.008
C 2.069 0.582 2.483 0.073
O 1.944 -0.284 1.430 0.195
C 2.263 2.050 1.974 -0.030
F 3.408 2.202 1.276 0.000
F 1.278 2.444 1.172 -0.004
F 2.320 2.926 2.999 0.000
C 3.402 0.169 3.190 -0.002
F 4.431 0.090 2.327 -0.001
F 3.278 -1.046 3.738 0.003
F 3.816 1.012 4.160 0.001
C -2.247 1.549 -0.052 0.021
C -3.117 2.597 -0.363 -0.025
C -2.134 0.369 -1.024 -0.006
O -0.944 -0.295 -1.020 0.202
C -2.296 0.875 -2.509 0.014
F -1.877 -0.034 -3.400 -0.001
F -3.571 1.158 -2.870 0.001
F -1.573 1.981 -2.724 -0.001
C -3.320 -0.597 -0.716 0.015
F -3.449 -1.544 -1.669 0.000
F -3.121 -1.222 0.447 0.005
F -4.517 0.016 -0.630 0.001
H -4.660 5.315 0.890 0.001
H -5.040 4.447 -0.598 0.001
H -3.707 5.596 -0.563 0.004
H -2.601 4.655 2.235 0.000
H -1.104 2.846 2.845 -0.001
H -2.484 0.465 3.485 0.008
H -2.127 0.296 5.914 0.000
H -0.582 0.522 7.821 0.000
H 1.148 0.747 7.552 0.000
H 0.448 -0.867 7.485 0.001
H 2.065 0.412 5.281 0.001
H -3.695 2.540 -1.274 -0.001
C 4.279 -1.201 -0.423 -0.001
S 2.960 -0.137 -0.992 0.023
O 1.795 -1.083 -1.183 0.032
C 3.653 0.158 -2.618 0.008
C 3.392 -0.694 -3.676 -0.001
C 3.941 -0.422 -4.922 0.000
C 4.745 0.694 -5.102 0.000
C 5.003 1.544 -4.034 0.000
C 4.449 1.283 -2.790 0.000
H 4.369 -2.015 -1.142 0.000
H 3.964 -1.560 0.550 -0.001
H 5.204 -0.630 -0.347 0.000
H 2.772 -1.559 -3.504 0.000
H 3.740 -1.085 -5.754 0.000
H 5.168 0.905 -6.076 0.000
H 5.622 2.421 -4.175 0.000
H 4.621 1.956 -1.958 0.000
Br -0.340 -2.677 2.530 0.235
C -3.407 -4.679 -1.305 0.003
N -2.592 -4.090 -2.349 0.007
C -3.044 -3.757 -3.610 0.003
C -2.030 -3.131 -4.238 0.001
N -0.964 -3.114 -3.365 0.008
C 0.320 -2.485 -3.602 0.003
C -1.309 -3.680 -2.190 0.026
Se -0.271 -3.858 -0.670 0.065
H -3.618 -5.725 -1.527 -0.001
H -4.338 -4.119 -1.219 0.000
H -2.851 -4.609 -0.373 -0.002
H -4.048 -3.966 -3.931 0.001
H -1.970 -2.697 -5.219 0.001
H 0.648 -2.716 -4.617 0.000
H 1.013 -2.887 -2.868 -0.003
H 0.253 -1.415 -3.445 -0.001
```

***

A molecular structure, C32H28F12IN5O9S4Tl, computed with the ωB97M-V functional and the def2-TZVPD basis.

Summary:
* HOMO level: -6.4 eV
* multiplicity: 1
* relative energy (zero: lowest compared OMol25 entry of this formula, charge and spin): 72.4 kcal/mol
* Kohn-Sham gap: 8.32 eV
* net charge: -1

Structure (XYZ):
```
92
Properties=species:S:1:pos:R:3:mulliken_charge:R:1
Tl -0.722 -0.088 -1.195 0.938
I 1.146 -0.526 -3.878 0.302
C 2.321 0.958 -3.074 0.817
C 3.335 1.466 -3.808 -0.335
C 4.121 2.543 -3.398 -0.874
C 3.847 3.096 -2.161 -1.054
C 2.840 2.558 -1.334 1.012
C 2.514 3.200 -0.094 -0.739
C 1.594 2.676 0.742 -1.270
C 0.803 1.541 0.378 -0.892
C 0.952 1.072 -0.908 1.161
C 2.003 1.482 -1.770 -0.401
H 3.566 0.905 -4.746 0.325
H 4.928 2.919 -4.048 0.354
H 4.377 3.904 -1.694 0.437
H 3.162 4.047 0.200 0.332
H 1.337 3.149 1.640 0.522
H 0.076 1.112 0.997 0.112
F -1.489 -0.335 -6.131 -0.189
C -2.695 -0.918 -5.947 0.581
F -3.596 -0.480 -6.820 -0.231
F -2.550 -2.175 -6.141 -0.187
S -3.250 -0.558 -4.192 1.135
O -2.000 -0.839 -3.540 -0.583
O -4.395 -1.304 -3.809 -0.702
N -3.592 0.935 -4.130 -0.538
S -2.472 2.037 -4.018 0.998
O -1.410 1.737 -3.072 -0.321
O -2.072 2.551 -5.272 -0.667
C -3.477 3.354 -3.261 0.508
F -4.656 3.406 -3.844 -0.221
F -3.677 3.191 -1.963 -0.199
F -2.868 4.520 -3.470 -0.230
F -2.248 -4.785 -0.644 -0.252
C -1.711 -4.752 -1.910 0.523
F -1.483 -6.044 -2.349 -0.239
F -2.561 -4.206 -2.738 -0.161
S -0.144 -3.828 -1.923 0.872
O -0.530 -2.550 -1.444 0.108
O 0.286 -4.042 -3.272 -0.704
N 0.699 -4.653 -0.888 -0.715
S 1.839 -4.041 -0.009 1.153
O 2.050 -4.825 1.197 -0.768
O 1.689 -2.619 0.161 -0.492
C 3.402 -4.243 -0.936 0.556
F 3.547 -5.507 -1.337 -0.236
F 3.377 -3.459 -2.007 -0.188
F 4.419 -3.938 -0.122 -0.219
N -2.709 -0.611 -0.899 -0.374
C -3.105 -0.672 0.328 0.255
C -2.259 -0.567 1.553 -0.212
C -1.180 -1.435 1.814 0.804
C -0.456 -1.472 2.973 -0.335
C -0.726 -0.488 3.896 -0.206
C -1.683 0.465 3.644 -0.927
C -2.431 0.435 2.481 -0.062
C -4.564 -0.900 0.513 0.065
C -5.026 -1.561 1.655 -0.525
C -6.372 -1.739 1.822 -0.606
C -7.289 -1.297 0.881 -0.576
C -6.784 -0.725 -0.297 -0.412
C -5.448 -0.584 -0.505 -0.389
H -0.831 -2.231 1.096 -0.042
H 0.287 -2.224 3.193 0.534
H -0.089 -0.505 4.800 0.171
H -1.863 1.274 4.337 0.414
H -3.161 1.269 2.393 0.390
H -4.333 -1.871 2.434 0.448
H -6.713 -2.286 2.678 0.408
H -8.393 -1.260 1.051 0.308
H -7.439 -0.404 -1.142 0.348
H -5.001 -0.147 -1.375 0.299
C 4.968 2.142 2.219 -0.878
N 3.972 1.132 2.513 0.471
C 3.808 -0.001 1.547 -0.911
C 3.189 1.144 3.642 0.392
O 2.212 0.409 3.799 -0.613
N 3.481 2.182 4.561 0.109
C 2.355 2.601 5.396 -0.924
C 4.721 1.898 5.349 -1.128
H 4.864 2.459 1.094 0.111
H 5.968 1.780 2.354 0.334
H 4.821 3.004 2.905 0.358
H 4.576 -0.773 1.741 0.325
H 3.817 0.402 0.547 0.268
H 2.850 -0.466 1.599 0.143
H 1.513 2.769 4.707 0.254
H 2.649 3.599 5.761 0.389
H 2.128 2.010 6.304 0.283
H 5.565 1.907 4.679 0.315
H 4.713 0.997 5.892 0.339
H 4.765 2.694 6.052 0.446
```

***

A molecular structure, C32H28F3N7O4PW, computed with the ωB97M-V functional and the def2-TZVPD basis.

Summary:
* expectation value of S²: 2.0185
* HOMO level (spin up / spin down): -9.8 / -10.8 eV
* multiplicity: 3
* relative energy (zero: lowest compared OMol25 entry of this formula, charge and spin): 60.5 kcal/mol
* Kohn-Sham gap (spin up / spin down): 5.81 / 6.48 eV
* net charge: +1

Structure (XYZ):
```
76
Properties=species:S:1:pos:R:3:mulliken_spin:R:1
W 0.501 0.363 0.414 1.310
O 1.569 1.116 5.673 0.001
C 0.316 1.572 5.527 0.015
C -0.424 1.858 6.678 -0.006
C -1.732 2.289 6.586 0.010
C -2.349 2.435 5.346 -0.003
C -1.631 2.172 4.204 0.005
C -0.296 1.750 4.271 0.007
C 0.376 1.407 3.028 0.044
O -0.254 1.523 1.887 0.002
N 1.570 0.859 3.029 0.004
N 1.978 0.581 1.744 0.103
C 2.543 -0.650 1.525 0.002
C 3.394 -0.885 0.377 0.084
C 4.439 -1.817 0.389 0.024
C 5.223 -2.005 -0.733 0.003
C 4.995 -1.265 -1.883 0.025
C 3.958 -0.343 -1.926 -0.039
C 3.140 -0.165 -0.819 0.066
O 2.033 0.625 -0.843 0.049
H 1.985 0.980 4.799 0.000
H 0.061 1.738 7.633 0.000
H -2.277 2.526 7.486 0.001
H -3.377 2.754 5.277 0.000
H -2.084 2.274 3.225 -0.001
H 2.748 -1.242 2.422 -0.008
H 4.626 -2.389 1.287 -0.001
H 6.021 -2.731 -0.711 0.001
H 5.615 -1.418 -2.755 0.002
H 3.747 0.197 -2.837 -0.002
N -1.214 -1.993 3.687 0.004
C -0.095 -1.830 2.989 0.020
N -0.338 -1.060 1.925 0.025
C -1.714 -0.773 2.045 0.031
N -2.237 -1.346 3.127 0.010
C -2.371 -0.004 1.058 0.006
C -3.749 0.278 1.090 -0.009
N -4.361 0.955 0.162 0.017
C -3.608 1.350 -0.898 -0.008
C -2.268 1.098 -0.985 0.023
N -1.575 0.449 -0.005 0.067
H -1.359 -2.526 4.535 0.000
H 0.844 -2.284 3.243 -0.004
H -4.336 -0.077 1.927 0.000
H -4.140 1.889 -1.667 0.000
H -1.688 1.398 -1.852 0.006
F -3.927 -3.538 -6.708 0.000
C -3.338 -4.435 -5.907 0.000
F -2.551 -5.190 -6.692 0.000
F -4.311 -5.244 -5.457 0.000
C -2.562 -3.801 -4.785 0.011
C -1.827 -4.613 -3.929 -0.007
C -1.092 -4.051 -2.903 0.020
C -1.088 -2.667 -2.729 0.005
C -1.844 -1.861 -3.585 0.015
C -2.577 -2.422 -4.609 -0.003
C -0.366 -2.007 -1.701 0.086
C 0.192 -1.329 -0.853 -0.067
H -1.825 -5.682 -4.071 0.000
H -0.515 -4.675 -2.236 -0.001
H -1.848 -0.791 -3.433 0.000
H -3.151 -1.793 -5.271 0.000
C 0.646 4.563 -1.794 0.001
P 1.255 2.871 -1.497 0.014
C 2.985 3.104 -0.928 -0.001
C 0.975 1.985 -3.077 0.005
O 0.331 2.304 -0.422 0.041
H 1.055 4.979 -2.710 0.000
H 0.931 5.193 -0.954 0.000
H -0.440 4.544 -1.857 -0.001
H 3.279 4.139 -1.070 0.000
H 3.684 2.458 -1.451 0.001
H 3.007 2.853 0.136 -0.004
H 1.789 2.182 -3.766 0.001
H 0.056 2.380 -3.510 0.002
H 0.872 0.910 -2.914 -0.002
```

***

A molecular structure, C32H28FeN6O3SSe2, computed with the ωB97M-V functional and the def2-TZVPD basis.

Summary:
* expectation value of S²: 6.0560
* HOMO level (spin up / spin down): -6.7 / -7.9 eV
* multiplicity: 5
* Kohn-Sham gap (spin up / spin down): 6.34 / 6.56 eV

Structure (XYZ):
```
73
Properties=species:S:1:pos:R:3:mulliken_spin:R:1
Fe 0.214 -0.094 -0.457 2.831
O 4.102 -0.325 0.480 0.028
C 2.997 -0.202 -0.022 0.004
N 1.797 -0.114 0.586 -0.034
C 1.567 -0.401 1.957 0.065
C 2.500 -0.449 2.982 -0.012
C 2.072 -0.797 4.261 0.012
C 0.740 -1.082 4.517 -0.008
C -0.199 -1.012 3.494 0.014
C 0.220 -0.677 2.222 0.016
N -0.631 -0.512 1.102 -0.112
C -1.441 -1.552 0.584 0.028
O -2.735 -1.765 1.158 -0.002
C -0.212 -3.696 -0.209 0.003
C -0.350 -5.033 -0.558 -0.002
C 0.538 -5.581 -1.467 0.001
C 1.536 -4.778 -1.994 -0.001
C 1.599 -3.456 -1.587 0.007
N 0.747 -2.917 -0.718 0.015
C 2.844 -0.142 -1.525 0.030
C 3.952 -0.156 -2.349 0.003
C 3.758 -0.136 -3.721 0.003
C 2.465 -0.100 -4.218 -0.002
C 1.404 -0.087 -3.328 0.014
N 1.592 -0.115 -2.008 -0.049
H 3.538 -0.237 2.778 0.001
H 2.795 -0.838 5.066 0.001
H 0.422 -1.330 5.521 -0.001
H -1.253 -1.175 3.684 0.000
H -1.143 -5.628 -0.123 0.001
H 0.453 -6.620 -1.759 0.000
H 2.253 -5.163 -2.707 0.000
H 2.369 -2.799 -1.978 0.001
H 4.930 -0.186 -1.890 0.000
H 4.605 -0.149 -4.396 0.000
H 2.269 -0.082 -5.281 0.000
H 0.373 -0.066 -3.659 0.007
Se -2.648 1.703 -2.210 0.477
Se -2.197 -0.838 -3.434 0.378
C -2.211 -1.617 -1.738 0.083
C -3.124 -2.764 -1.561 -0.064
C -3.292 -3.486 -0.452 0.050
C -2.636 -3.184 0.859 -0.001
C -1.099 -3.033 0.793 0.002
N -1.449 -1.131 -0.817 0.014
C -1.009 2.561 -1.814 0.030
C -0.803 3.844 -2.351 0.005
C 0.298 4.583 -1.981 0.004
C 1.207 4.030 -1.082 0.042
C 0.972 2.755 -0.625 0.001
N -0.102 2.022 -0.978 0.114
H -3.676 -3.034 -2.451 -0.010
H -3.973 -4.330 -0.491 0.002
H -3.043 -3.783 1.671 -0.001
H -0.695 -3.140 1.802 0.004
H -1.535 4.232 -3.044 -0.005
H 0.451 5.576 -2.384 0.000
H 2.085 4.566 -0.750 0.003
H 1.657 2.280 0.066 0.000
O -0.881 2.168 3.914 0.000
S -0.659 2.541 2.487 0.000
C -0.695 4.369 2.402 0.000
C -2.149 4.785 2.238 0.006
C -2.709 3.815 1.202 0.009
C -2.294 2.425 1.665 0.021
H -0.102 4.660 1.530 0.000
H -0.202 4.718 3.307 0.000
H -2.237 5.827 1.924 -0.001
H -2.679 4.674 3.187 0.001
H -2.276 4.035 0.222 0.002
H -3.793 3.882 1.096 -0.016
H -2.261 1.671 0.881 -0.011
H -2.929 2.067 2.478 0.000
```